Below is C3H10N2 in the gas phase at a distorted geometry, with properties calculated with wB97M-V/def2-TZVPD.

Each atom is followed by the atoms it is bonded to, with distances in Å.
Element x y z (Å)
1 C 1.23 1.94 0.04  C2 1.539, H6 1.079, H7 1.105, H8 1.076
2 C -0.07 1.11 -0.01  C1 1.539, N3 1.448, H9 1.108, H10 1.094
3 N 0.22 -0.28 0.25  C2 1.448, C4 1.482, H11 1.017
4 C -0.99 -1.12 0.07  N3 1.482, N5 1.415, H12 1.089, H13 1.106
5 N -0.77 -2.52 0.03  C4 1.415, H14 1.006, H15 1.007
6 H 1.57 1.99 1.06  C1 1.079
7 H 2.00 1.33 -0.45  C1 1.105
8 H 1.18 2.86 -0.52  C1 1.076
9 H -0.53 1.27 -1.00  C2 1.108
10 H -0.78 1.50 0.73  C2 1.094
11 H 0.91 -0.55 -0.44  N3 1.017
12 H -1.66 -0.87 0.89  C4 1.089
13 H -1.52 -0.78 -0.84  C4 1.106
14 H -0.54 -2.91 0.93  N5 1.006
15 H -0.26 -2.97 -0.71  N5 1.007

For the HOMO energy, the calculation gives -8.8576 eV. Its multiplicity is 1. For the total energy, the calculation gives -229.7916 a.u. The SMILES is CCNCN. As for the HOMO-LUMO gap: 0.371 Eh. The LUMO energy comes out at 1.2 eV.

=====

Below is C6H8ClP in the gas phase at a distorted geometry, with properties calculated with wB97M-V/def2-TZVPD.

Each atom is followed by the atoms it is bonded to, with distances in Å.
Element x y z (Å)
1 C 0.58 -0.55 -1.21  C2 1.359, C5 1.527, H9 1.105
2 C 0.55 0.81 -1.32  C1 1.359, C6 1.448, H10 1.117
3 C -1.13 0.16 1.14  C4 1.502, P7 2.127, H11 1.088, H12 1.052
4 C -0.16 1.28 0.90  C3 1.502, C6 1.322, H13 1.202
5 C 0.86 -1.38 0.03  C1 1.527, P7 1.952, H14 1.119, H15 1.111
6 C 0.42 1.73 -0.20  C2 1.448, C4 1.322, H16 1.132
7 P -0.62 -1.90 1.20  C3 2.127, C5 1.952, Cl8 2.030
8 Cl -1.92 -2.58 -0.21  P7 2.030
9 H 0.47 -1.17 -2.12  C1 1.105
10 H 0.67 1.35 -2.29  C2 1.117
11 H -1.84 0.08 1.96  C3 1.088
12 H -1.60 0.18 0.19  C3 1.052
13 H -0.16 2.05 1.82  C4 1.202
14 H 1.53 -2.22 -0.28  C5 1.119
15 H 1.48 -0.61 0.55  C5 1.111
16 H 0.89 2.76 -0.15  C6 1.132

For the HOMO energy, the calculation gives -8.3405 eV. Its multiplicity is 1. For the total energy, the calculation gives -1034.8943 a.u. The SMILES is ClP1CC=CC=CC1. As for the HOMO-LUMO gap: 0.320 Eh. The LUMO energy comes out at 0.4 eV.

=====

Below is 2 unconnected molecules or ions with the total composition C2H5NO4 at a distorted geometry, with properties calculated with wB97M-V/def2-TZVPD.

Each atom is followed by the atoms it is bonded to, with distances in Å.
Element x y z (Å)
1 C 1.31 0.75 -0.49  H8 1.075, H9 1.077, H10 1.074
2 C -0.28 -0.36 0.43  N3 1.449, O6 1.346, O7 1.347
3 N -1.36 0.29 -0.28  C2 1.449, O4 1.224, O5 1.205
4 O -1.70 -0.29 -1.31  N3 1.224
5 O -1.79 1.34 0.12  N3 1.205
6 O -0.21 -0.07 1.74  C2 1.346, H11 0.969
7 O -0.10 -1.66 0.09  C2 1.347, H12 0.980
8 H 2.15 0.11 -0.30  C1 1.075
9 H 1.00 0.81 -1.52  C1 1.077
10 H 1.27 1.67 0.07  C1 1.074
11 H 0.28 -0.77 2.20  O6 0.969
12 H -0.58 -1.82 -0.75  O7 0.980

For the HOMO energy, the calculation gives -9.2968 eV. Its multiplicity is 1. For the total energy, the calculation gives -434.7592 a.u. As for the HOMO-LUMO gap: 0.327 Eh. The LUMO energy comes out at -0.4 eV.

=====

Below is 2 unconnected molecules or ions with the total composition C9H11N2O3P at a distorted geometry, with properties calculated with wB97M-V/def2-TZVPD.

Each atom is followed by the atoms it is bonded to, with distances in Å.
Element x y z (Å)
1 C 2.09 -2.48 -0.22  C2 1.375, C3 1.342, H16 1.023
2 C 3.38 -2.01 -0.31  C1 1.375, C4 1.360, H17 1.000
3 C 1.12 -1.55 -0.13  C1 1.342, C5 1.393, H18 1.055
4 C 3.67 -0.70 -0.10  C2 1.360, C6 1.421, H19 1.145
5 C 1.31 -0.18 0.02  C3 1.393, C6 1.395, C9 1.510
6 C 2.63 0.26 -0.03  C4 1.421, C5 1.395, N11 1.433
7 C -4.18 1.05 -1.35  C8 1.308, H20 1.063, H21 1.144
8 C -5.02 1.09 -0.36  C7 1.308, H22 1.125, H25 1.137
9 C 0.08 0.68 -0.09  C5 1.510, O14 1.386, H23 1.116, H24 1.112
10 N -1.55 0.08 2.44  P15 1.570, H26 1.026
11 N 2.90 1.67 0.10  C6 1.433, O12 1.241, O13 1.235
12 O 1.96 2.40 0.42  N11 1.241
13 O 4.06 2.04 -0.13  N11 1.235
14 O -1.07 -0.09 -0.07  C9 1.386, P15 1.626
15 P -2.09 -0.55 1.11  N10 1.570, O14 1.626
16 H 1.93 -3.49 -0.27  C1 1.023
17 H 4.14 -2.65 -0.44  C2 1.000
18 H 0.16 -1.99 -0.15  C3 1.055
19 H 4.73 -0.27 -0.13  C4 1.145
20 H -4.39 0.39 -2.16  C7 1.063
21 H -3.18 1.61 -1.35  C7 1.144
22 H -6.03 0.59 -0.43  C8 1.125
23 H 0.18 1.40 0.76  C9 1.116
24 H -0.04 1.27 -1.03  C9 1.112
25 H -4.72 1.60 0.62  C8 1.137
26 H -2.08 -0.18 3.28  N10 1.026

For the HOMO energy (alpha / beta), the calculation gives -7.9186 / -9.5134 eV. Its multiplicity is 3. For the total energy, the calculation gives -1025.8531 a.u. As for the HOMO-LUMO gap (alpha / beta): 0.307 / 0.211 Eh. The LUMO energy (alpha / beta) comes out at 0.4 / -3.8 eV.

=====

Below is 8 unconnected molecules or ions with the total composition C17H50O12 at a distorted geometry, with properties calculated with wB97M-V/def2-TZVPD.

Each atom is followed by the atoms it is bonded to, with distances in Å.
Element x y z (Å)
1 O -0.88 -0.12 -0.18  H2 0.957, H3 0.957
2 H -0.08 0.38 -0.34  O1 0.957
3 H -0.57 -0.99 0.07  O1 0.957
4 C -4.57 -8.29 1.89  C5 1.565, O7 1.442, H8 1.090, H9 1.090
5 C -5.01 -7.40 0.68  C4 1.565, O6 1.429, H10 1.090, H11 1.090
6 O -4.06 -7.39 -0.39  C5 1.429, H12 0.960
7 O -4.76 -9.68 1.58  C4 1.442, H13 0.960
8 H -5.14 -8.16 2.81  C4 1.090
9 H -3.53 -8.00 2.05  C4 1.090
10 H -5.02 -6.38 1.08  C5 1.090
11 H -6.01 -7.66 0.36  C5 1.090
12 H -3.19 -7.21 -0.02  O6 0.960
13 H -5.66 -9.75 1.27  O7 0.960
14 C -2.93 5.81 3.87  C15 1.538, O17 1.457, H18 1.090, H19 1.090
15 C -1.56 6.39 4.28  C14 1.538, O16 1.424, H20 1.090, H21 1.090
16 O -1.40 6.62 5.68  C15 1.424, H22 0.960
17 O -3.96 6.83 3.95  C14 1.457, H23 0.960
18 H -3.15 5.00 4.57  C14 1.090
19 H -2.87 5.29 2.91  C14 1.090
20 H -1.30 7.28 3.71  C15 1.090
21 H -0.74 5.71 4.04  C15 1.090
22 H -1.49 7.56 5.84  O16 0.960
23 H -4.82 6.43 3.90  O17 0.960
24 C 6.53 4.63 -0.75  C25 1.557, O27 1.403, H28 1.090, H29 1.090
25 C 4.99 4.72 -0.62  C24 1.557, O26 1.384, H30 1.090, H31 1.090
26 O 4.34 3.68 -1.26  C25 1.384, H32 0.960
27 O 7.17 5.82 -0.34  C24 1.403, H33 0.960
28 H 6.72 4.59 -1.83  C24 1.090
29 H 6.87 3.73 -0.25  C24 1.090
30 H 4.62 5.64 -1.08  C25 1.090
31 H 4.81 4.75 0.46  C25 1.090
32 H 3.68 4.09 -1.83  O26 0.960
33 H 6.47 6.45 -0.15  O27 0.960
34 C -4.90 -1.71 -5.99  C35 1.501, O37 1.357, H38 1.090, H39 1.090
35 C -5.50 -1.44 -4.65  C34 1.501, O36 1.413, H40 1.090, H41 1.090
36 O -4.78 -0.31 -4.19  C35 1.413, H42 0.960
37 O -5.29 -2.90 -6.52  C34 1.357, H43 0.960
38 H -3.81 -1.74 -6.07  C34 1.090
39 H -5.24 -0.88 -6.61  C34 1.090
40 H -5.51 -2.32 -4.00  C35 1.090
41 H -6.56 -1.22 -4.81  C35 1.090
42 H -4.18 -0.58 -3.49  O36 0.960
43 H -4.96 -2.98 -7.42  O37 0.960
44 C 3.61 -5.59 -0.71  C45 1.517, H48 1.090, H49 1.090, H50 1.090
45 C 2.34 -6.32 -0.30  C44 1.517, C46 1.547, O47 1.409, H51 1.090
46 C 2.69 -7.53 0.60  C45 1.547, H52 1.090, H53 1.090, H54 1.090
47 O 1.55 -5.36 0.37  C45 1.409, H55 0.960
48 H 3.44 -4.72 -1.35  C44 1.090
49 H 4.27 -6.23 -1.30  C44 1.090
50 H 4.17 -5.34 0.19  C44 1.090
51 H 1.80 -6.73 -1.15  C45 1.090
52 H 1.77 -7.94 1.02  C46 1.090
53 H 3.30 -7.29 1.47  C46 1.090
54 H 3.23 -8.20 -0.08  C46 1.090
55 H 2.08 -5.10 1.13  O47 0.960
56 C 5.44 -1.37 5.65  C57 1.515, H60 1.090, H61 1.090, H62 1.090
57 C 3.93 -1.49 5.66  C56 1.515, C58 1.538, O59 1.409, H63 1.090
58 C 3.35 -0.40 4.74  C57 1.538, H64 1.090, H65 1.090, H66 1.090
59 O 3.44 -2.68 5.11  C57 1.409, H67 0.960
60 H 5.72 -1.43 4.60  C56 1.090
61 H 5.94 -2.26 6.02  C56 1.090
62 H 5.76 -0.43 6.11  C56 1.090
63 H 3.56 -1.31 6.67  C57 1.090
64 H 3.79 -0.49 3.75  C58 1.090
65 H 3.81 0.51 5.10  C58 1.090
66 H 2.27 -0.26 4.75  C58 1.090
67 H 3.72 -3.40 5.68  O59 0.960
68 C -2.49 6.53 -4.00  C69 1.523, H72 1.090, H73 1.090, H74 1.090
69 C -1.55 6.13 -5.12  C68 1.523, C70 1.537, O71 1.455, H75 1.090
70 C -0.41 7.15 -5.23  C69 1.537, H76 1.090, H77 1.090, H78 1.090
71 O -1.01 4.84 -4.70  C69 1.455, H79 0.960
72 H -3.27 7.27 -4.23  C68 1.090
73 H -1.98 7.02 -3.17  C68 1.090
74 H -2.93 5.65 -3.53  C68 1.090
75 H -2.08 6.02 -6.07  C69 1.090
76 H 0.49 6.71 -5.66  C70 1.090
77 H 0.07 7.27 -4.26  C70 1.090
78 H -0.76 8.13 -5.55  C70 1.090
79 H -1.79 4.35 -4.41  O71 0.960

For the HOMO energy, the calculation gives -9.9700 eV. Its multiplicity is 1. For the total energy, the calculation gives -1580.3976 a.u. The SMILES is CC(C)O.CC(C)O.CC(C)O.OCCO.OCCO.OCCO.OCCO.O. As for the HOMO-LUMO gap: 0.374 Eh. The LUMO energy comes out at 0.2 eV.

=====

Below is C11H15NO3 in the gas phase at a distorted geometry, with properties calculated with wB97M-V/def2-TZVPD.

Each atom is followed by the atoms it is bonded to, with distances in Å.
Element x y z (Å)
1 C -0.26 1.46 -2.26  C2 1.518, H6 1.106, H7 1.112, H8 1.121
2 C 0.83 0.58 -1.67  C1 1.518, N3 1.450, H9 1.131, C12 1.878
3 N 2.12 1.20 -1.89  C2 1.450, O4 1.290, O5 1.267
4 O 3.18 0.55 -2.25  N3 1.290
5 O 2.19 2.42 -1.53  N3 1.267
6 H -1.06 0.85 -2.72  C1 1.106
7 H -0.75 2.09 -1.49  C1 1.112
8 H 0.22 2.13 -3.01  C1 1.121
9 H 0.78 -0.48 -2.03  C2 1.131
10 C 3.52 0.96 0.78  O11 1.473, H20 1.076, H21 1.127, H22 1.093
11 O 2.24 0.25 0.65  C10 1.473, C12 1.402
12 C 1.06 0.84 0.18  C2 1.878, O11 1.402, C13 1.447, H23 1.119
13 C -0.06 0.03 0.59  C12 1.447, C14 1.398, C19 1.418
14 C -1.29 0.61 0.91  C13 1.398, C15 1.381, H24 1.104
15 C -2.37 -0.18 1.24  C14 1.381, C16 1.395, H25 1.067
16 C -2.27 -1.57 1.24  C15 1.395, C17 1.475, C18 1.396
17 C -3.45 -2.43 1.45  C16 1.475, H26 1.119, H27 1.105, H28 1.105
18 C -1.06 -2.13 0.82  C16 1.396, C19 1.360, H29 1.099
19 C 0.02 -1.38 0.48  C13 1.418, C18 1.360, H30 1.106
20 H 4.23 0.23 0.44  C10 1.076
21 H 3.59 1.87 0.12  C10 1.127
22 H 3.71 1.21 1.83  C10 1.093
23 H 0.85 1.94 0.08  C12 1.119
24 H -1.38 1.71 0.95  C14 1.104
25 H -3.31 0.20 1.56  C15 1.067
26 H -3.20 -3.52 1.40  C17 1.119
27 H -3.88 -2.24 2.45  C17 1.105
28 H -4.25 -2.23 0.71  C17 1.105
29 H -0.94 -3.22 0.79  C18 1.099
30 H 1.02 -1.76 0.18  C19 1.106

For the HOMO energy, the calculation gives -8.6658 eV. Its multiplicity is 1. For the total energy, the calculation gives -708.4519 a.u. The SMILES is CO[C@H](c1ccc(C)cc1)[C@@H](C)[N+](=O)[O-]. As for the HOMO-LUMO gap: 0.315 Eh. The LUMO energy comes out at -0.1 eV.